The following is a DFT calculation (ωB97M-V/def2-TZVPD) of a 6-piece molecular cluster, C35H35F3N5O14P overall.

Its HOMO energy is -8.19 eV. As for the SMILES: COC[C@@H](OCC(F)(F)F)P(O)O.O=[N+]([O-])c1ccccc1.O=[N+]([O-])c1ccccc1.O=[N+]([O-])c1ccccc1.O=[N+]([O-])c1ccccc1.O=[N+]([O-])c1ccccc1. The calculation puts the total energy at -90401.67885 eV. The max |F| is 5.1 eV Å⁻¹. The charge is 0.

Element x y z (Å)
1 P -3.8461 -0.9747 2.1217
2 F 0.9016 -1.8009 4.4548
3 F 0.7508 0.6557 4.6620
4 F -1.1754 -0.7237 5.2154
5 O -0.4596 6.3510 -4.1041
6 O 3.7988 -3.7563 -3.5693
7 O -4.6961 -1.8399 0.8719
8 O -6.4095 2.8534 -0.9370
9 O 6.1729 -3.9708 4.2583
10 O -1.1494 4.3000 -3.7419
11 O 4.2370 -1.8061 -2.6649
12 O -4.8824 0.2138 2.9166
13 O -2.3613 -3.4626 -1.7088
14 O -4.5678 4.0342 -0.7706
15 O -2.5128 1.3349 -0.9292
16 O -1.5195 0.4286 2.4462
17 O -1.1215 -1.7805 -1.0401
18 O 4.1534 -3.3126 3.7090
19 N 5.0711 -3.4693 4.5271
20 N 4.2080 -3.0448 -2.6397
21 N -0.6418 5.3688 -3.3706
22 N -1.4049 -2.6852 -1.8394
23 N -5.5654 3.6400 -1.3915
24 C -6.1635 5.1290 -5.3293
25 C -0.4041 -0.4981 2.7057
26 C 0.0450 4.4765 0.2154
27 C 3.3953 -2.0344 7.5702
28 C 4.4167 -2.1469 8.5150
29 C 0.7508 6.7614 -0.1691
30 C 5.6310 -3.5950 0.7954
31 C 5.8637 -3.1505 6.8567
32 C 1.3959 -2.1939 -4.2973
33 C 0.0016 -0.5958 4.3239
34 C -2.8925 1.2741 0.4907
35 C -0.2238 5.4760 -1.9676
36 C -4.8241 5.0165 -3.3181
37 C -0.5459 -2.8497 -3.0182
38 C 1.1087 -3.1902 -5.2317
39 C 4.8399 -3.0267 5.9073
40 C -7.0942 4.2518 -4.7702
41 C 5.2040 -5.7490 -0.2268
42 C 3.6021 -2.4734 6.2609
43 C -0.8409 -3.8457 -3.9587
44 C 5.6462 -2.7054 8.1620
45 C -5.7640 4.1421 -2.7564
46 C 0.5687 -2.0167 -3.1866
47 C 0.6093 5.6645 0.6826
48 C 4.7162 -5.1163 -1.3718
49 C -0.3768 4.3765 -1.1118
50 C 4.6959 -3.7159 -1.4289
51 C 5.1481 -2.9509 -0.3455
52 C 0.3353 6.6725 -1.4992
53 C -2.3457 -0.0515 1.2897
54 C -6.8983 3.7518 -3.4814
55 C 5.6622 -4.9895 0.8509
56 C -5.0294 5.5078 -4.6089
57 C -3.1557 0.2793 -1.7279
58 C -0.0079 -4.0115 -5.0670
59 H 0.9419 5.7358 1.7168
60 H -0.8145 3.4437 -1.4605
61 H 2.4389 -1.6007 7.8538
62 H 1.1888 7.6849 0.2032
63 H 1.7598 -3.3282 -6.0932
64 H 5.2301 -6.8354 -0.1754
65 H 5.1334 -1.8634 -0.3745
66 H -5.0514 -0.0473 3.8750
67 H -7.6329 3.0691 -3.0599
68 H -0.5784 -1.5904 2.3122
69 H -1.7055 -4.4960 -3.8430
70 H -1.7563 -0.8206 0.6067
71 H -2.3752 2.2152 1.0118
72 H 6.0469 -5.4874 1.7393
73 H -4.8296 -1.1498 0.1332
74 H 5.9871 -3.0100 1.6405
75 H 6.4369 -2.7910 8.9044
76 H -0.2267 -4.7838 -5.8011
77 H 2.2672 -1.5568 -4.4334
78 H -6.3234 5.5207 -6.3324
79 H -7.9748 3.9601 -5.3385
80 H 6.8275 -3.5833 6.5974
81 H 0.5499 -0.0287 2.1661
82 H 2.7971 -2.3759 5.5355
83 H -2.6539 0.3351 -2.8098
84 H -3.9368 5.3238 -2.7685
85 H 0.8062 -1.2358 -2.4674
86 H -2.9465 -0.8186 -1.3469
87 H 4.3628 -5.7224 -2.2031
88 H -4.3158 0.4720 -1.9315
89 H -4.0415 1.3839 0.6985
90 H 4.2538 -1.7961 9.5327
91 H -4.3071 6.1895 -5.0526
92 H 0.4553 7.5351 -2.1512
93 H -0.0633 3.6264 0.8857